(1)
Here is C29H17I2N2O3RuS5 as an isolated structure from OMol25. Energies are from wB97M-V/def2-TZVPD.

Structure (ORCA input):
```
! wB97M-V def2-TZVPD RIJCOSX def2/J DEFGRID3
* xyz -2 2
Ru 0.401 0.370 -0.113
I -1.989 1.992 1.751
C -0.647 1.452 3.260
C -0.868 2.086 4.454
C -0.191 1.673 5.618
C 0.623 0.585 5.556
C 0.860 -0.091 4.332
C 1.654 -1.260 4.342
C 1.885 -1.924 3.175
C 1.426 -1.390 1.959
C 0.694 -0.223 1.860
C 0.299 0.387 3.104
H -1.596 2.883 4.509
H -0.361 2.193 6.553
H 1.111 0.206 6.449
H 2.061 -1.606 5.286
H 2.473 -2.836 3.169
H 1.715 -1.892 1.042
O -1.381 -0.834 0.094
C -2.278 -1.284 -0.695
C -3.317 -2.098 -0.153
C -4.319 -2.629 -0.925
C -4.371 -2.378 -2.300
C -3.384 -1.587 -2.853
C -2.337 -1.046 -2.102
C -1.337 -0.205 -2.762
N -0.461 0.610 -2.207
C 0.190 1.259 -3.231
C -0.292 0.836 -4.424
N -1.261 -0.098 -4.115
H -3.272 -2.278 0.914
H -5.083 -3.243 -0.459
H -5.168 -2.777 -2.913
H -3.450 -1.363 -3.913
H 0.983 1.956 -3.034
H -0.017 1.069 -5.436
H -1.782 -0.653 -4.766
S 5.270 5.008 -2.992
C 4.196 4.033 -2.152
S 2.558 4.446 -1.868
C 2.081 3.027 -0.981
C 3.053 2.100 -0.815
S 2.756 0.703 0.184
S 4.581 2.482 -1.537
S 0.477 2.825 -0.298
I 2.588 -7.440 -4.185
C 2.337 -5.474 -3.489
C 1.491 -5.238 -2.416
C 1.332 -3.936 -1.964
C 2.008 -2.885 -2.575
C 2.847 -3.149 -3.651
C 3.022 -4.444 -4.117
C 1.833 -1.443 -2.102
O 2.400 -0.554 -2.734
O 1.063 -1.367 -1.077
H 0.961 -6.054 -1.943
H 0.675 -3.709 -1.134
H 3.357 -2.311 -4.109
H 3.678 -4.647 -4.952
*
```

## Properties
E_HOMO (spin up / spin down): -1.177 / -1.111 eV
electronic energy: -112434.7826 eV

***

(2)
Here is one molecule with the formula C6H6O from OMol25. Energies are from wB97M-V/def2-TZVPD.

Structure (ORCA input):
```
! wB97M-V def2-TZVPD RIJCOSX def2/J DEFGRID3
* xyz 0 1
O -0.053 -1.964 1.334
C -0.994 -1.070 0.784
C 1.637 2.063 0.371
C 0.932 1.327 -0.429
C 0.165 0.571 -1.174
C -0.729 -0.360 -0.497
C -1.663 -1.276 -0.539
H 0.469 -2.325 0.605
H -1.519 -0.626 1.636
H 2.656 1.779 0.605
H 1.219 2.988 0.757
H 0.212 0.715 -2.257
H -2.332 -1.823 -1.196
*
```

## Properties
E_HOMO: -9.101 eV
structure (SMILES): C=C=CC1=C[C@H]1O
electronic energy: -8362.4221 eV

***

(3)
Here is C4H9NO2 as an isolated structure at a distorted geometry from OMol25. Energies are from wB97M-V/def2-TZVPD.

Structure (ORCA input):
```
! wB97M-V def2-TZVPD RIJCOSX def2/J DEFGRID3
* xyz 0 1
N -0.082 0.907 1.935
C -0.641 0.492 0.760
O -1.970 0.368 0.825
C 0.044 0.974 -0.517
C 1.006 -0.115 -0.996
C 0.197 -1.411 -0.865
O -0.497 -1.340 0.350
H -0.502 0.512 2.768
H 0.926 0.982 1.955
H -0.736 1.145 -1.269
H 0.548 1.930 -0.332
H 1.367 0.065 -2.017
H 1.883 -0.156 -0.336
H -0.491 -1.495 -1.725
H 0.860 -2.288 -0.889
H -1.910 -0.570 0.353
*
```

## Properties
E_HOMO: -9.283 eV
electronic energy: -9877.9795 eV

***

(4)
Here is a 2-piece molecular cluster, C6H15NO2 overall from OMol25. Energies are from wB97M-V/def2-TZVPD.

Structure (ORCA input):
```
! wB97M-V def2-TZVPD RIJCOSX def2/J DEFGRID3
* xyz 1 2
C 1.286 -0.431 1.426
C 0.344 0.447 2.294
C 0.513 -1.559 0.828
N 0.587 -1.771 -0.608
C 0.886 -0.837 -1.627
C -0.310 0.171 -1.648
C 0.115 1.632 -1.731
O -0.165 -2.363 1.403
H 1.769 0.216 0.697
H 2.030 -0.914 2.055
H -0.596 -0.037 2.487
H 0.215 1.406 1.799
H 0.784 0.684 3.257
H -0.022 -2.539 -0.887
H 0.960 -1.379 -2.572
H 1.841 -0.352 -1.427
H -0.881 0.059 -0.725
H -1.016 -0.167 -2.403
H -0.105 2.185 -0.822
H 1.172 1.746 -1.969
H -0.521 2.129 -2.465
H -3.382 0.073 0.404
H -2.796 1.276 1.184
O -2.711 0.326 1.051
*
```

## Properties
E_HOMO (spin up / spin down): -15.041 / -15.036 eV
electronic energy: -12041.6183 eV